# 1
This record from the Open Molecules 2025 dataset describes C7H13Cl in the gas phase at a distorted geometry. The level of theory is ωB97M-V/def2-TZVPD.

As for the HOMO energy: -0.3356 Eh. The lowest unoccupied orbital energy is 0.92 eV. As for the SMILES: C/C=C(/C)[C@H](C)CCl. The HOMO-LUMO gap is 10.06 eV. The net charge is 0.

CARTESIAN COORDINATES (ANGSTROEM)
1 C 1.20 -0.15 1.87
2 C 1.64 -0.10 0.47
3 C 0.82 -0.01 -0.56
4 C 1.16 0.29 -2.01
5 C -0.76 -0.08 -0.44
6 C -1.40 1.31 0.03
7 C -1.31 -1.32 0.31
8 H 1.17 -1.27 2.18
9 H 1.89 0.31 2.57
10 H 0.22 0.27 2.06
11 H 2.73 -0.12 0.26
12 H 0.65 -0.50 -2.64
13 H 0.75 1.26 -2.37
14 H 2.24 0.18 -2.26
15 H -1.08 -0.24 -1.43
16 H -2.53 1.31 -0.07
17 H -1.01 2.11 -0.64
18 H -1.09 1.51 1.05
19 H -0.96 -2.27 -0.04
20 H -1.19 -1.27 1.37
21 Cl -3.12 -1.23 0.28

Atomic partial charges in e from the natural (NBO) method, atoms 1 to 8: -0.644 -0.206 0.025 -0.640 -0.269 -0.608 -0.331 0.212

=====

# 2
This record from the Open Molecules 2025 dataset describes C7H13ClOS in the gas phase at a distorted geometry. The level of theory is ωB97M-V/def2-TZVPD.

As for the HOMO energy: -0.3306 Eh. The lowest unoccupied orbital energy is 0.69 eV. The HOMO-LUMO gap is 9.68 eV. The net charge is 0.

CARTESIAN COORDINATES (ANGSTROEM)
1 C -0.44 0.97 -0.11
2 C -1.51 0.07 0.42
3 C 0.85 0.25 -0.53
4 C -1.80 -1.15 -0.42
5 C 1.52 -0.75 0.08
6 C -2.49 -2.37 0.36
7 C 3.81 -1.04 1.29
8 O 3.68 -0.52 -1.38
9 S 3.07 -1.44 -0.43
10 Cl -4.11 -1.90 0.59
11 H -0.75 1.50 -0.96
12 H -0.13 1.80 0.60
13 H -1.30 -0.15 1.45
14 H -2.40 0.67 0.41
15 H -2.12 -2.69 1.41
16 H 1.15 0.54 -1.51
17 H -2.56 -0.90 -1.19
18 H -1.06 -1.57 -0.98
19 H 1.07 -1.10 1.08
20 H -2.42 -3.15 -0.32
21 H 3.65 -1.85 2.03
22 H 3.08 -0.31 1.69
23 H 4.82 -0.67 1.09

Atomic partial charges in e from the natural (NBO) method, atoms 1 to 8: -0.426 -0.415 -0.135 -0.402 -0.511 -0.392 -0.804 -0.968

=====

# 3
This record from the Open Molecules 2025 dataset describes a 2-piece molecular cluster, C7H13N overall. The level of theory is ωB97M-V/def2-TZVPD.

As for the HOMO energy (spin up / spin down): 0.0029 / -0.0979 Eh. The lowest unoccupied orbital energy (spin up / spin down) is 3.86 / 3.82 eV. Its spin multiplicity is 2. As for the expectation value of S²: 0.769. The HOMO-LUMO gap (spin up / spin down) is 3.78 / 6.49 eV. The net charge is -1.

CARTESIAN COORDINATES (ANGSTROEM)
1 C -2.61 0.36 1.25
2 C -2.32 -0.41 0.12
3 C -1.75 0.02 -1.08
4 C -1.67 -0.77 -2.23
5 H -2.26 1.38 1.35
6 H -3.24 -0.03 2.04
7 H -2.70 -1.43 0.09
8 H -1.38 1.04 -1.09
9 H -1.17 -0.45 -3.14
10 H -2.11 -1.76 -2.25
11 C 2.01 1.69 1.27
12 C 2.40 0.47 0.48
13 C 1.51 -0.40 -0.02
14 N 1.82 -1.62 -0.59
15 H 1.08 1.53 1.81
16 H 2.78 1.93 2.00
17 H 1.87 2.59 0.66
18 H 3.45 0.28 0.30
19 H 0.45 -0.16 0.00
20 H 1.08 -2.29 -0.59
21 H 2.73 -1.98 -0.37

Atomic partial charges in e from the natural (NBO) method, atoms 1 to 8: -0.667 -0.293 -0.320 -0.666 0.160 0.163 0.161 0.170

=====

# 4
This record from the Open Molecules 2025 dataset describes a 2-piece molecular cluster, C7H13N overall at a distorted geometry. The level of theory is ωB97M-V/def2-TZVPD.

As for the HOMO energy: -0.2840 Eh. The lowest unoccupied orbital energy is -1.20 eV. The HOMO-LUMO gap is 6.53 eV. The net charge is 0.

CARTESIAN COORDINATES (ANGSTROEM)
1 C -0.67 -1.38 1.16
2 C -0.66 -1.91 -0.28
3 C 0.28 -1.30 -1.36
4 C -0.22 2.88 0.95
5 C 0.34 2.34 -0.17
6 C 0.44 0.98 -0.46
7 C 0.13 0.21 -1.58
8 N 0.75 -1.23 1.59
9 H -1.22 -0.45 1.19
10 H -1.01 -2.23 1.75
11 H -1.68 -1.82 -0.65
12 H -0.40 -2.97 -0.41
13 H 1.31 -1.51 -1.03
14 H 0.17 -1.87 -2.29
15 H -1.00 2.37 1.52
16 H -0.38 3.96 1.00
17 H 0.52 3.09 -0.94
18 H -1.57 0.54 -1.49
19 H 0.06 0.49 -2.65
20 H 0.74 -0.86 2.54
21 H 1.12 -0.42 1.07

Atomic partial charges in e from the natural (NBO) method, atoms 1 to 8: -0.238 -0.389 -0.440 -0.348 -0.357 0.055 -0.387 -0.855

=====

| no. | E_tot (hartree) |
| --- | --- |
| 1 | -734.66996 |
| 2 | -1208.03484 |
| 3 | -329.17640 |
| 4 | -329.01089 |